C3H12KN6O3 | ωB97M-V/def2-TZVPD

## Properties
- ΔE to the lowest compared entry with this formula, charge and spin (kcal per mole) = 31.9
- E (Eh) = -1275.6588
- F_max (eV Å⁻¹) = 5.71
- E_LUMO (eV) = -2.515
- HOMO-LUMO gap (eV) = 10.44
- HOMO energy (eV) = -12.957
- net charge = +1

Last column: natural (NBO) charge in e.
CARTESIAN COORDINATES (ANGSTROEM)
K 18.885 8.998 2.629  0.986
C 17.887 9.561 -1.052  0.772
O 18.298 9.980 0.028  -0.746
N 18.195 9.996 -2.272  -0.819
N 17.057 8.573 -1.152  -0.812
H 18.746 10.839 -2.345  0.413
H 17.714 9.653 -3.090  0.397
H 16.724 8.144 -2.003  0.403
H 16.696 8.258 -0.263  0.396
C 19.866 7.927 6.240  0.779
O 20.030 8.343 5.103  -0.736
N 18.827 7.177 6.603  -0.832
N 20.742 7.998 7.215  -0.814
H 18.631 6.885 7.550  0.398
H 18.170 6.974 5.863  0.399
H 21.652 8.398 7.039  0.411
H 20.648 7.574 8.127  0.398
C 15.878 8.466 5.487  0.765
O 16.664 8.874 4.584  -0.745
N 15.439 9.251 6.434  -0.800
N 15.287 7.334 5.680  -0.815
H 15.825 10.162 6.638  0.413
H 14.945 8.806 7.194  0.376
H 14.547 7.165 6.347  0.411
H 15.654 6.577 5.121  0.400